1.
The following is a DFT calculation (ωB97M-V/def2-TZVPD) of one molecule with the formula C5H8O.

E_HOMO in hartree: -0.36674
Net charge: 0
Molar mass in g mol⁻¹: 84.12
SMILES: C1C[C@@H]2O[C@@H]2C1
2S+1: 1
Total energy in a.u.: -270.51361

Each line ends with the natural charge from an NBO analysis.
Positions of all 14 atoms, in Å:
1 C -1.16 0.30 0.23  -0.400
2 C -0.67 -0.97 -0.52  -0.432
3 C 0.84 -0.90 -0.51  0.054
4 O 1.46 -0.80 0.76  -0.499
5 C 1.27 0.39 0.00  0.047
6 C 0.09 1.15 0.57  -0.434
7 H -1.86 0.87 -0.40  0.208
8 H -1.70 0.03 1.14  0.211
9 H -1.00 -0.96 -1.57  0.210
10 H -1.06 -1.88 -0.07  0.218
11 H 1.40 -1.50 -1.23  0.191
12 H 2.17 0.90 -0.36  0.194
13 H 0.24 1.16 1.65  0.222
14 H 0.02 2.19 0.25  0.211

=====

2.
The following is a DFT calculation (ωB97M-V/def2-TZVPD) of a 7-piece molecular cluster, C56H118N6O8 overall.

E_HOMO in hartree: 0.02040
Net charge: -2
Molar mass in g mol⁻¹: 1003.59
2S+1: 1
Total energy in a.u.: -3134.30259

Each line ends with the Mulliken charge.
Positions of all 188 atoms, in Å:
1 O 1.33 -2.10 -1.47  -1.130
2 C 0.69 -0.99 -0.80  1.874
3 C -0.42 -0.31 -1.68  1.305
4 O -0.50 -0.23 -3.12  -0.924
5 H 1.48 -0.25 -0.73  -0.897
6 H 0.50 -0.97 0.27  -0.669
7 H -0.47 0.70 -1.28  -0.580
8 H -1.36 -0.76 -1.36  -0.517
9 C 4.00 -0.55 0.85  -1.401
10 C 4.30 -1.30 2.21  0.928
11 C 2.93 -1.07 2.99  0.131
12 C 3.01 -1.80 4.35  -1.427
13 C 3.04 -3.31 3.90  -0.081
14 C 4.33 -3.69 3.22  1.702
15 N 4.53 -2.76 2.07  0.603
16 O 5.51 -3.08 1.18  -0.515
17 C 5.56 -3.76 4.12  -2.032
18 C 3.88 -5.11 2.48  -1.432
19 C 5.42 -0.40 2.92  -1.735
20 H 4.85 -0.59 0.17  0.526
21 H 3.67 0.48 0.99  0.087
22 H 3.19 -1.09 0.37  0.285
23 H 2.78 -0.04 3.30  0.218
24 H 2.03 -1.41 2.48  -0.351
25 H 2.10 -1.66 4.95  0.461
26 H 3.86 -1.46 4.94  0.472
27 H 2.24 -3.70 3.27  -0.584
28 H 2.82 -3.87 4.81  0.279
29 H 5.35 -4.38 4.99  0.437
30 H 6.43 -4.17 3.61  0.378
31 H 5.70 -2.81 4.64  0.354
32 H 3.50 -5.81 3.22  0.367
33 H 3.01 -4.85 1.87  0.281
34 H 4.58 -5.57 1.78  0.393
35 H 5.05 0.62 3.01  0.220
36 H 6.29 -0.31 2.27  0.460
37 H 5.71 -0.82 3.88  0.401
38 H 6.18 -2.49 1.54  0.427
39 C 0.91 5.16 -3.95  -0.987
40 C 2.35 4.55 -4.07  0.852
41 C 3.26 5.59 -3.30  -0.953
42 C 4.66 5.01 -3.09  -1.139
43 C 4.57 3.73 -2.40  -1.222
44 C 3.75 2.63 -3.03  2.368
45 N 2.43 3.25 -3.31  1.655
46 O 1.44 2.39 -3.71  -0.518
47 C 4.58 2.07 -4.28  -1.875
48 C 3.44 1.54 -1.96  -1.796
49 C 2.86 4.58 -5.60  -1.723
50 H 0.15 4.64 -4.53  0.348
51 H 1.10 6.10 -4.46  0.621
52 H 0.64 5.25 -2.90  -0.653
53 H 3.39 6.57 -3.74  0.390
54 H 2.73 5.86 -2.39  0.277
55 H 5.28 5.72 -2.55  0.453
56 H 5.24 4.92 -4.01  0.443
57 H 4.41 3.94 -1.35  0.244
58 H 5.61 3.40 -2.34  0.520
59 H 5.20 1.23 -3.95  0.449
60 H 3.97 1.65 -5.08  0.396
61 H 5.23 2.82 -4.71  0.308
62 H 3.22 0.53 -2.32  0.613
63 H 4.32 1.36 -1.34  0.592
64 H 2.58 1.89 -1.38  -0.728
65 H 3.95 4.62 -5.51  0.298
66 H 2.41 5.34 -6.24  0.392
67 H 2.60 3.64 -6.08  0.336
68 H 1.00 2.22 -2.87  -0.013
69 C -3.93 0.58 0.23  -1.538
70 C -4.24 1.92 -0.59  1.793
71 C -4.13 2.94 0.54  -1.205
72 C -4.18 4.43 0.14  -1.122
73 C -2.98 4.73 -0.79  -0.586
74 C -3.04 3.77 -2.00  1.568
75 N -3.33 2.36 -1.67  0.985
76 O -3.43 1.55 -2.70  -0.425
77 C -4.01 4.37 -3.03  -1.856
78 C -1.60 3.85 -2.54  -1.735
79 C -5.78 1.83 -0.99  -1.662
80 H -3.77 -0.35 -0.32  0.021
81 H -4.78 0.45 0.90  0.512
82 H -3.18 0.71 1.01  0.339
83 H -4.69 2.73 1.46  0.651
84 H -3.13 2.90 0.98  -0.280
85 H -4.09 5.12 0.98  0.468
86 H -5.13 4.70 -0.31  0.372
87 H -2.00 4.75 -0.31  -0.479
88 H -3.28 5.66 -1.28  0.613
89 H -4.19 5.44 -3.00  0.385
90 H -3.57 4.27 -4.03  0.386
91 H -4.91 3.76 -2.95  0.270
92 H -1.39 4.91 -2.62  0.703
93 H -0.83 3.41 -1.90  -0.507
94 H -1.43 3.49 -3.56  0.753
95 H -6.16 2.74 -1.45  0.441
96 H -6.41 1.98 -0.11  0.454
97 H -5.98 0.92 -1.57  0.140
98 H -2.63 1.02 -2.58  0.291
99 C 2.68 4.85 0.67  -1.142
100 C 1.21 4.92 1.22  1.570
101 C 0.45 3.60 0.81  1.567
102 C 0.78 2.39 1.71  0.805
103 C 0.43 2.79 3.15  -1.921
104 C 1.18 4.04 3.70  2.216
105 N 1.06 5.13 2.69  0.261
106 O 1.62 6.33 3.07  -0.525
107 C 0.45 4.46 5.00  -2.027
108 C 2.63 3.82 4.04  -2.042
109 C 0.46 5.99 0.47  -1.426
110 H 2.58 4.90 -0.41  -0.349
111 H 3.21 5.72 1.07  0.706
112 H 3.33 4.05 1.03  0.232
113 H -0.63 3.77 0.83  -0.388
114 H 0.71 3.24 -0.19  -1.103
115 H 0.12 1.53 1.62  0.202
116 H 1.78 1.95 1.71  -1.079
117 H 0.50 1.99 3.88  0.541
118 H -0.65 2.89 3.24  0.302
119 H 0.99 5.23 5.55  0.423
120 H 0.45 3.73 5.81  0.346
121 H -0.52 4.89 4.73  0.455
122 H 3.16 3.35 3.21  0.181
123 H 2.68 3.20 4.94  0.480
124 H 3.17 4.71 4.38  0.452
125 H 0.88 7.00 0.52  0.321
126 H 0.57 5.87 -0.61  -0.114
127 H -0.58 6.00 0.79  0.611
128 H 2.52 6.17 2.78  0.448
129 C 0.45 -5.42 5.49  -1.508
130 C -0.49 -6.16 4.53  1.670
131 C -1.94 -5.79 5.10  -1.474
132 C -2.57 -4.48 4.60  -0.753
133 C -2.53 -4.44 3.13  -1.091
134 C -1.15 -4.56 2.42  1.763
135 N -0.41 -5.63 3.15  -0.166
136 O 0.87 -5.83 2.59  0.013
137 C -1.31 -4.91 1.00  -1.690
138 C -0.42 -3.23 2.62  -2.172
139 C -0.42 -7.68 4.66  -1.961
140 H 0.26 -4.35 5.47  0.381
141 H 1.42 -5.60 5.04  0.139
142 H 0.32 -5.80 6.51  0.567
143 H -2.66 -6.61 5.08  0.493
144 H -1.86 -5.65 6.17  0.446
145 H -1.93 -3.69 5.00  0.252
146 H -3.60 -4.23 4.86  0.440
147 H -2.91 -3.47 2.83  0.472
148 H -3.23 -5.20 2.79  0.422
149 H -1.60 -4.05 0.40  -0.072
150 H -0.41 -5.33 0.54  0.472
151 H -2.01 -5.73 0.82  0.584
152 H 0.46 -3.35 1.99  0.318
153 H -0.96 -2.36 2.27  0.763
154 H -0.02 -3.04 3.62  0.203
155 H -0.51 -7.77 5.74  0.456
156 H 0.57 -8.09 4.46  0.356
157 H -1.09 -8.22 3.99  0.428
158 H 0.87 -6.45 1.86  0.248
159 C -4.54 -1.67 -6.16  -2.180
160 C -4.61 -2.34 -4.74  2.047
161 C -5.58 -3.60 -4.82  -1.255
162 C -5.46 -4.67 -3.65  -0.641
163 C -4.09 -5.22 -3.52  -1.305
164 C -3.10 -4.02 -3.18  1.645
165 N -3.30 -2.97 -4.28  0.213
166 O -2.27 -2.09 -4.45  -0.391
167 C -3.15 -3.61 -1.73  -0.612
168 C -1.68 -4.66 -3.34  -1.763
169 C -5.14 -1.29 -3.75  -1.488
170 H -5.45 -1.23 -6.58  0.400
171 H -4.27 -2.49 -6.83  0.509
172 H -3.78 -0.89 -6.23  0.309
173 H -6.58 -3.23 -4.59  0.366
174 H -5.76 -3.99 -5.82  0.382
175 H -6.21 -5.46 -3.66  0.469
176 H -5.77 -4.36 -2.66  0.312
177 H -3.78 -5.75 -4.42  0.391
178 H -4.13 -6.02 -2.77  0.442
179 H -3.24 -4.43 -1.03  0.207
180 H -2.31 -2.95 -1.50  -0.243
181 H -4.07 -3.03 -1.70  0.106
182 H -1.00 -4.22 -2.61  0.266
183 H -1.69 -5.71 -3.05  0.390
184 H -1.30 -4.46 -4.34  0.384
185 H -4.40 -0.65 -3.28  -0.065
186 H -5.71 -1.85 -3.01  0.382
187 H -5.81 -0.60 -4.28  0.542
188 H -2.36 -1.36 -3.84  0.168

=====

3.
The following is a DFT calculation (ωB97M-V/def2-TZVPD) of an isolated ion of composition C9H19N3 and charge +2.

E_HOMO in hartree: -0.67539
Net charge: +2
Molar mass in g mol⁻¹: 169.27
SMILES: C[N@@H+]1CC=NC(=[NH2+])[C@@H]1C(C)(C)C
2S+1: 1
Total energy in a.u.: -517.86348

Each line ends with the natural charge from an NBO analysis.
Positions of all 31 atoms, in Å:
1 C -1.95 -0.44 1.61  -0.450
2 N -1.38 0.41 0.46  -0.384
3 C -1.96 -0.19 -0.74  -0.385
4 C -1.32 0.19 -1.98  0.290
5 N -0.52 1.21 -2.16  -0.437
6 C 0.10 1.72 -1.07  0.566
7 N 0.65 2.84 -0.91  -0.634
8 C 0.10 0.72 0.33  -0.044
9 C 1.03 -0.54 0.20  -0.089
10 C 1.30 -1.19 1.58  -0.598
11 C 2.38 0.09 -0.28  -0.599
12 C 0.70 -1.59 -0.76  -0.641
13 H -1.52 -1.39 1.54  0.234
14 H -1.81 -0.04 2.71  0.287
15 H -3.12 -0.45 1.59  0.277
16 H -1.77 1.33 0.70  0.448
17 H -3.11 0.07 -0.77  0.329
18 H -2.20 -1.27 -0.69  0.313
19 H -1.49 -0.41 -2.86  0.262
20 H 1.07 2.90 0.05  0.446
21 H 0.65 3.66 -1.53  0.480
22 H 0.13 1.34 1.27  0.255
23 H 1.86 -2.08 1.48  0.256
24 H 0.34 -1.46 1.96  0.192
25 H 1.88 -0.46 2.32  0.241
26 H 3.22 -0.49 0.02  0.261
27 H 2.39 0.22 -1.37  0.229
28 H 2.42 0.99 0.40  0.191
29 H 1.58 -2.20 -0.95  0.279
30 H 0.48 -1.31 -1.77  0.219
31 H -0.12 -2.19 -0.38  0.206

=====

4.
The following is a DFT calculation (ωB97M-V/def2-TZVPD) of one molecule with the formula F2H2O4Si.

E_HOMO in hartree: -0.43101
Net charge: 0
Molar mass in g mol⁻¹: 132.09
SMILES: O[Si](O)(OF)OF
2S+1: 1
Total energy in a.u.: -791.29571

Each line ends with the natural charge from an NBO analysis.
Positions of all 9 atoms, in Å:
1 O -0.93 -0.10 1.36  -1.098
2 Si -0.12 0.08 -0.05  2.387
3 O -0.93 0.18 -1.44  -1.115
4 O 0.67 -1.36 -0.47  -0.467
5 F 1.19 -2.02 0.67  -0.148
6 O 1.24 0.92 0.08  -0.497
7 F 1.18 2.36 0.59  -0.138
8 H -1.76 -0.53 1.58  0.534
9 H -0.55 0.47 -2.33  0.542

=====

5.
The following is a DFT calculation (ωB97M-V/def2-TZVPD) of C28H66F9O14Y as an isolated structure.

E_HOMO in hartree: -0.31415
Net charge: 0
Molar mass in g mol⁻¹: 886.71
2S+1: 1
Total energy in a.u.: -3096.98819

Each line ends with the Mulliken charge.
Positions of all 118 atoms, in Å:
1 Y -26.27 18.13 -24.33  0.001
2 C -29.86 18.69 -23.61  -0.629
3 O -30.45 17.45 -23.90  -0.141
4 O -28.59 18.65 -24.19  -0.379
5 C -30.86 19.81 -24.10  0.609
6 F -30.54 20.98 -23.67  -0.293
7 F -31.01 19.92 -25.45  -0.308
8 F -32.07 19.70 -23.63  -0.306
9 C -31.11 16.67 -22.92  -0.336
10 C -32.11 15.64 -23.58  -1.319
11 H -32.80 16.10 -24.28  0.290
12 H -31.60 14.77 -24.00  0.254
13 H -32.67 15.15 -22.78  0.427
14 H -31.73 17.31 -22.30  0.502
15 H -30.40 16.25 -22.21  0.271
16 H -29.79 18.84 -22.54  0.334
17 C -25.50 18.11 -20.59  -0.231
18 O -24.36 17.25 -20.65  0.154
19 O -25.87 18.30 -21.96  -0.792
20 C -26.60 17.67 -19.64  0.478
21 F -27.08 16.41 -19.92  -0.258
22 F -26.35 17.72 -18.37  -0.282
23 F -27.66 18.39 -19.88  -0.255
24 C -23.44 17.17 -19.58  -0.481
25 C -22.17 16.30 -19.97  -1.023
26 H -21.99 16.36 -21.05  0.096
27 H -21.24 16.51 -19.45  0.375
28 H -22.36 15.25 -19.77  0.251
29 H -23.94 16.84 -18.67  0.501
30 H -23.01 18.14 -19.34  0.286
31 H -25.08 19.08 -20.33  0.235
32 C -22.75 18.15 -24.14  0.267
33 O -22.95 19.44 -23.60  0.378
34 O -23.96 17.82 -24.73  -0.057
35 C -21.47 18.11 -25.13  0.417
36 F -21.44 16.96 -25.81  -0.275
37 F -21.53 19.09 -26.04  -0.174
38 F -20.33 18.17 -24.55  -0.305
39 C -22.32 19.69 -22.34  0.077
40 C -22.59 21.17 -21.93  -1.197
41 H -23.55 21.44 -21.50  0.139
42 H -21.87 21.46 -21.16  0.465
43 H -22.32 21.81 -22.76  0.192
44 H -21.28 19.38 -22.31  0.558
45 H -22.88 19.18 -21.55  -0.468
46 H -22.52 17.49 -23.30  -0.572
47 C -26.58 22.14 -22.57  -1.218
48 C -26.34 21.67 -24.05  -0.023
49 O -25.57 20.56 -24.24  1.217
50 H -27.21 23.02 -22.65  0.477
51 H -25.63 22.19 -22.04  0.206
52 H -27.16 21.41 -21.99  0.187
53 H -25.79 22.49 -24.50  0.262
54 H -27.32 21.48 -24.49  0.107
55 H -24.66 20.71 -23.95  -0.611
56 C -30.17 14.86 -28.47  -1.384
57 C -29.30 15.13 -27.25  0.418
58 O -28.52 16.19 -27.65  -0.448
59 H -29.50 14.41 -29.20  0.322
60 H -30.66 15.68 -28.99  0.301
61 H -30.94 14.09 -28.31  0.396
62 H -28.53 14.37 -27.09  0.266
63 H -29.91 15.43 -26.40  -0.168
64 H -29.10 16.96 -27.70  0.082
65 C -27.51 13.70 -24.13  -1.314
66 C -27.90 15.02 -23.46  0.789
67 O -26.76 15.86 -23.41  1.583
68 H -26.58 13.67 -24.69  0.071
69 H -28.31 13.48 -24.84  0.319
70 H -27.42 12.97 -23.33  0.368
71 H -28.38 14.88 -22.49  0.376
72 H -28.67 15.58 -23.99  -0.469
73 H -26.08 15.47 -22.84  -0.462
74 C -24.47 15.78 -27.75  -1.331
75 C -25.32 15.39 -26.49  -0.277
76 O -26.21 16.45 -26.23  1.227
77 H -25.01 15.82 -28.70  0.373
78 H -23.72 15.01 -27.89  0.433
79 H -23.91 16.71 -27.64  0.121
80 H -24.72 15.14 -25.61  0.108
81 H -25.85 14.44 -26.64  0.499
82 H -26.88 16.36 -26.92  -0.207
83 C -29.25 20.22 -29.92  -1.057
84 C -30.06 19.75 -28.65  -0.434
85 O -29.21 19.50 -27.59  -0.455
86 H -29.89 19.93 -30.76  0.394
87 H -28.32 19.67 -29.77  0.176
88 H -29.07 21.29 -29.83  0.291
89 H -30.66 18.88 -28.89  0.333
90 H -30.88 20.41 -28.37  0.429
91 H -29.64 19.90 -26.83  0.120
92 C -23.33 12.86 -22.56  -1.115
93 C -24.26 13.63 -21.56  -0.224
94 O -24.59 14.83 -22.23  -0.541
95 H -23.11 11.82 -22.32  0.412
96 H -22.43 13.43 -22.76  0.267
97 H -23.96 12.62 -23.42  0.202
98 H -23.72 13.72 -20.62  0.233
99 H -25.21 13.15 -21.35  0.352
100 H -24.17 15.59 -21.81  -0.239
101 C -25.62 20.78 -28.25  -1.276
102 C -25.57 19.44 -27.46  0.534
103 O -26.62 19.28 -26.52  1.114
104 H -26.61 21.00 -28.65  0.115
105 H -24.87 20.81 -29.04  0.427
106 H -25.36 21.65 -27.65  0.249
107 H -24.61 19.29 -26.97  -0.324
108 H -25.47 18.60 -28.13  0.212
109 H -27.40 19.30 -27.08  -0.234
110 C -22.63 22.06 -25.69  -0.171
111 C -22.03 22.12 -27.05  -0.467
112 O -22.94 22.88 -27.87  -0.537
113 H -23.42 21.31 -25.77  -0.364
114 H -23.04 22.97 -25.25  0.479
115 H -21.96 21.66 -24.92  0.085
116 H -21.79 21.14 -27.47  0.300
117 H -21.06 22.60 -26.93  0.326
118 H -22.82 22.62 -28.78  0.317

=====

6.
The following is a DFT calculation (ωB97M-V/def2-TZVPD) of C21H35AuBN9P as an isolated structure.

E_HOMO in hartree: -0.38971
Net charge: +1
Molar mass in g mol⁻¹: 652.33
2S+1: 1
Total energy in a.u.: -1815.79132

Each line ends with the natural charge from an NBO analysis.
Positions of all 68 atoms, in Å:
1 Au 0.01 -0.37 0.36  0.802
2 C 3.74 -0.16 0.43  -0.636
3 C 3.10 -0.33 -0.91  0.163
4 C 3.70 -0.49 -2.16  -0.352
5 C 2.65 -0.60 -3.06  0.221
6 C 2.69 -0.79 -4.54  -0.644
7 N 1.50 -0.52 -2.36  -0.320
8 N 1.78 -0.35 -1.04  -0.421
9 B 0.04 -0.57 -2.87  0.521
10 N -0.72 -1.79 -2.31  -0.331
11 N -0.96 -1.93 -0.98  -0.415
12 C -1.63 -3.06 -0.82  0.169
13 C -2.06 -3.52 0.53  -0.634
14 C -1.84 -3.67 -2.06  -0.355
15 C -1.25 -2.83 -2.99  0.223
16 C -1.16 -2.98 -4.47  -0.645
17 N -0.68 0.75 -2.52  -0.338
18 N -0.87 1.19 -1.24  -0.385
19 C -1.48 2.37 -1.34  0.164
20 C -1.81 3.17 -0.13  -0.621
21 C -1.72 2.69 -2.67  -0.359
22 C -1.20 1.64 -3.40  0.216
23 C -1.16 1.46 -4.88  -0.642
24 H 4.79 -0.47 0.40  0.234
25 H 3.71 0.88 0.75  0.215
26 H 3.23 -0.78 1.17  0.209
27 H 4.75 -0.52 -2.39  0.230
28 H 3.73 -0.85 -4.86  0.231
29 H 2.19 -1.71 -4.84  0.228
30 H 2.21 0.03 -5.06  0.228
31 H 0.08 -0.68 -4.05  -0.025
32 H -1.72 -2.81 1.29  0.205
33 H -3.14 -3.61 0.60  0.226
34 H -1.63 -4.50 0.77  0.229
35 H -2.35 -4.60 -2.26  0.230
36 H -1.65 -3.91 -4.77  0.231
37 H -1.64 -2.16 -4.98  0.228
38 H -0.12 -3.02 -4.81  0.227
39 H -1.48 2.65 0.76  0.176
40 H -1.31 4.14 -0.15  0.228
41 H -2.89 3.37 -0.05  0.226
42 H -2.20 3.57 -3.07  0.229
43 H -1.64 2.31 -5.35  0.230
44 H -0.14 1.39 -5.25  0.228
45 H -1.69 0.55 -5.18  0.228
46 C -1.04 0.57 5.47  -0.049
47 N -1.33 1.57 4.34  -0.390
48 C -0.19 2.60 4.28  -0.048
49 N 1.07 1.95 4.19  -0.438
50 C 1.26 1.00 5.28  -0.073
51 N 0.23 -0.04 5.29  -0.434
52 C 0.31 -0.96 4.13  -0.537
53 P 0.08 -0.07 2.53  0.776
54 C -1.47 0.82 3.05  -0.566
55 C 1.29 1.29 2.90  -0.559
56 H -1.85 -0.16 5.45  0.224
57 H -1.07 1.13 6.40  0.223
58 H -2.20 2.06 4.55  0.431
59 H -0.27 3.18 5.20  0.222
60 H -0.38 3.23 3.41  0.229
61 H 1.22 1.53 6.23  0.215
62 H 2.24 0.53 5.17  0.225
63 H -0.45 -1.74 4.24  0.241
64 H 1.28 -1.45 4.15  0.250
65 H -2.26 0.08 3.20  0.245
66 H -1.79 1.49 2.26  0.259
67 H 1.28 2.00 2.07  0.253
68 H 2.29 0.85 2.94  0.247

=====

7.
The following is a DFT calculation (ωB97M-V/def2-TZVPD) of C5H4N2O as an isolated structure.

E_HOMO in hartree: -0.36083
Net charge: 0
Molar mass in g mol⁻¹: 108.10
2S+1: 1
Total energy in a.u.: -377.56138

Each line ends with the natural charge from an NBO analysis.
Positions of all 12 atoms, in Å:
1 C -1.82 0.31 -0.02  -0.082
2 C -0.24 -0.93 -0.08  0.526
3 C 1.80 -0.80 -0.04  0.266
4 C 0.69 1.16 -0.04  0.087
5 C -0.41 0.43 0.03  -0.215
6 H -2.54 0.74 -0.65  0.211
7 H -2.29 0.57 0.89  0.199
8 H 2.85 -1.26 -0.15  0.171
9 H 1.04 2.23 0.31  0.224
10 N 0.78 -1.72 0.15  -0.439
11 N 1.77 0.40 -0.21  -0.490
12 O -1.62 -1.14 -0.19  -0.458